(1)
45
Properties=species:S:1:pos:R:3:nbo_charge:R:1 method="wB97M-V/def2-TZVPD" smiles="CC(C)(C)OC(=O)NCC(=O)NCC(=O)OCc1ccccc1" homo_energy_ev=-9.3954
C 6.041 1.535 -1.223 -0.61
H 5.742 1.296 -2.240 0.22
H 6.867 0.886 -0.944 0.22
H 6.373 2.568 -1.183 0.21
C 4.866 1.327 -0.267 0.27
C 3.679 2.196 -0.682 -0.64
H 2.851 2.055 0.007 0.24
H 3.972 3.242 -0.671 0.21
H 3.354 1.930 -1.685 0.21
C 5.286 1.619 1.173 -0.64
H 5.607 2.653 1.257 0.21
H 4.451 1.452 1.848 0.24
H 6.108 0.968 1.461 0.21
O 4.538 -0.078 -0.419 -0.53
C 3.529 -0.620 0.274 0.90
O 2.801 -0.050 1.060 -0.69
N 3.426 -1.937 -0.019 -0.62
H 3.989 -2.295 -0.773 0.41
C 2.398 -2.781 0.549 -0.31
H 2.273 -2.508 1.601 0.23
H 2.712 -3.822 0.472 0.23
C 1.047 -2.617 -0.164 0.67
O 0.545 -3.490 -0.839 -0.63
N 0.512 -1.395 0.013 -0.62
C -0.790 -1.056 -0.490 -0.34
C -1.785 -0.849 0.645 0.79
O -1.545 -1.030 1.807 -0.59
O -2.957 -0.433 0.170 -0.51
C -3.989 -0.205 1.137 -0.11
C -5.272 0.107 0.421 0.04
C -5.707 -0.714 -0.612 -0.23
C -6.889 -0.436 -1.274 -0.19
C -7.652 0.659 -0.904 -0.22
C -7.224 1.478 0.126 -0.21
C -6.036 1.207 0.783 -0.23
H -5.704 1.851 1.584 0.21
H -7.815 2.335 0.417 0.21
H -8.576 0.874 -1.419 0.21
H -7.218 -1.078 -2.078 0.21
H -5.109 -1.566 -0.898 0.22
H -4.092 -1.107 1.755 0.21
H -3.687 0.619 1.792 0.20
H -0.760 -0.150 -1.103 0.22
H -1.132 -1.892 -1.110 0.26
H 0.972 -0.748 0.645 0.44

---

(2)
60
Properties=species:S:1:pos:R:3:mulliken_spin:R:1 method="wB97M-V/def2-TZVPD" multiplicity=2 homo_energy_ev="-8.7144 / -8.7192" s_squared=0.775
Be 1.515 0.078 -1.017 -0.01
C -1.762 1.903 -3.257 0.00
C -1.965 1.494 -1.850 0.12
N -3.144 1.616 -1.287 -0.10
C -3.253 1.365 0.013 0.36
C -2.187 1.035 0.889 0.04
C -2.514 0.923 2.364 -0.03
O -1.613 1.579 3.224 0.00
C -0.943 0.837 0.335 0.14
C 0.253 0.670 1.154 -0.03
N 1.404 0.412 0.653 0.03
C 2.570 0.520 1.457 0.00
C 2.572 0.298 2.830 0.01
C 3.729 0.490 3.563 0.00
C 4.895 0.904 2.935 0.01
C 4.912 1.108 1.564 0.00
C 3.753 0.906 0.835 0.01
I 3.772 1.161 -1.239 0.00
C -0.813 1.006 -1.091 0.22
O 0.254 0.779 -1.714 0.21
H -2.724 2.052 -3.738 0.00
H -1.158 1.173 -3.795 0.01
H -1.203 2.844 -3.254 0.02
H -4.253 1.451 0.423 0.00
H -2.509 -0.130 2.656 0.01
H -3.533 1.292 2.514 -0.01
H -1.427 2.468 2.884 0.00
H 0.139 0.885 2.210 0.00
H 1.671 -0.036 3.328 0.00
H 3.718 0.315 4.629 0.00
H 5.798 1.062 3.508 0.00
H 5.818 1.422 1.067 0.00
F 1.226 3.098 -0.002 0.00
P 0.286 4.339 0.512 0.00
F -0.695 5.480 1.039 0.00
F 1.450 4.807 1.502 0.00
F 0.833 5.262 -0.670 0.00
F -0.289 3.322 1.693 0.00
F -0.906 3.777 -0.467 0.01
C -0.895 -4.036 1.046 0.00
C -1.430 -3.419 -0.213 0.00
C -2.723 -2.932 -0.293 -0.01
C -3.197 -2.365 -1.469 0.00
Cl -4.847 -1.820 -1.553 0.00
C -2.377 -2.256 -2.574 0.00
C -1.074 -2.739 -2.511 0.00
C -0.607 -3.332 -1.345 0.00
O 0.634 -3.872 -1.194 0.00
C 1.608 -3.621 -2.186 0.00
C 2.018 -2.151 -2.291 0.00
O 2.708 -1.773 -3.211 0.00
O 1.550 -1.416 -1.332 0.00
H -1.637 -3.993 1.842 0.00
H 0.011 -3.523 1.373 0.00
H -0.620 -5.079 0.883 0.00
H -3.381 -3.010 0.564 0.00
H -2.754 -1.819 -3.489 0.00
H -0.444 -2.649 -3.384 0.00
H 1.297 -3.970 -3.172 0.00
H 2.485 -4.195 -1.890 0.00

---

(3)
55
Properties=species:S:1:pos:R:3:nbo_charge:R:1 method="wB97M-V/def2-TZVPD" homo_energy_ev=-6.3252 total_charge=-1
O -0.850 -4.227 -0.063 -0.63
C -0.778 -3.455 -1.005 0.53
N -1.563 -2.326 -0.744 -0.68
C -1.591 -1.071 -1.474 -0.11
C -3.025 -0.883 -1.859 -0.40
S -3.444 -1.784 -3.573 -0.17
C -0.850 0.012 -0.705 -0.11
O 0.353 0.175 -1.317 -0.87
H -0.016 -3.449 -1.820 0.15
H -1.641 -2.281 0.256 0.44
H -0.835 -1.183 -2.444 0.21
H -3.252 0.067 -2.172 0.20
H -3.738 -1.304 -1.221 0.24
H 0.378 -0.168 -3.172 0.48
H -0.926 0.004 0.440 0.23
H -1.781 0.825 -0.717 0.13
H -0.494 0.597 3.279 0.50
H -0.196 0.940 4.914 0.48
O -0.651 0.370 4.247 -1.02
H 0.417 4.701 1.425 0.46
H -0.752 4.755 0.506 0.49
O -0.516 4.588 1.452 -0.94
H -2.799 -1.054 -4.474 0.12
H 1.523 0.445 -3.754 0.45
O 0.695 0.030 -3.989 -0.93
H 2.654 -1.257 0.911 0.46
H 1.751 -2.308 1.487 0.47
O 2.642 -2.224 1.360 -0.99
H 2.395 1.482 1.069 0.51
H 3.364 1.871 2.191 0.50
O 2.405 1.975 1.978 -1.06
H -3.535 -2.788 0.336 0.50
H -4.180 -1.767 1.377 0.48
O -3.577 -1.927 0.696 -0.96
H 2.568 -1.618 -1.396 0.47
H 2.292 -0.852 -2.728 0.47
O 2.782 -1.621 -2.331 -0.94
H 4.187 -0.408 3.411 0.47
H 2.935 -0.308 2.470 0.50
O 3.877 -0.045 2.596 -0.97
H -1.009 2.026 1.594 0.51
H 0.519 1.633 1.660 0.51
O -0.359 1.330 1.758 -0.97
H 2.899 -0.352 -0.214 0.46
H 1.283 0.256 -0.604 0.51
O 2.240 0.212 0.209 -1.11
H 0.890 2.985 0.384 0.51
H 0.594 1.926 -1.133 0.54
O 0.569 2.825 -0.558 -1.06
H 0.460 -0.923 1.313 0.49
H -0.090 -1.112 2.723 0.49
O 0.214 -1.631 1.977 -0.97
H -1.778 2.298 -2.072 0.46
H -0.948 2.942 -0.968 0.48
O -1.714 3.056 -1.512 -0.98

---

(4)
23
Properties=species:S:1:pos:R:3:nbo_charge:R:1 method="wB97M-V/def2-TZVPD" smiles=CCCCCNCO homo_energy_ev=-9.5304
C 0.479 -0.565 1.069 -0.22
N -0.022 0.663 1.681 -0.64
C -0.964 0.442 2.795 0.10
O -0.558 1.085 3.973 -0.73
C 1.361 -0.226 -0.131 -0.40
C 0.776 0.595 -1.289 -0.40
C -0.560 0.136 -1.817 -0.42
C -0.381 -1.038 -2.824 -0.62
H 1.116 -1.146 1.734 0.20
H -0.321 -1.247 0.746 0.16
H -0.584 1.140 0.998 0.35
H -1.096 -0.617 3.024 0.16
H -1.944 0.852 2.514 0.14
H -0.013 1.825 3.829 0.48
H 1.690 -1.189 -0.542 0.20
H 2.264 0.307 0.170 0.21
H 0.757 1.634 -0.942 0.20
H 1.501 0.612 -2.107 0.21
H -1.074 0.933 -2.351 0.21
H -1.235 -0.222 -1.036 0.20
H -0.926 -0.825 -3.759 0.21
H -0.904 -1.960 -2.565 0.21
H 0.638 -1.191 -3.171 0.21

---

(5)
25
Properties=species:S:1:pos:R:3:nbo_charge:R:1 method="wB97M-V/def2-TZVPD" smiles=CO[C@H]1CCC[C@@H](OO)CO1 homo_energy_ev=-9.6753
C -1.253 -1.051 -3.469 -0.26
C -0.361 -0.430 -1.367 0.38
C -0.493 -1.703 -0.549 -0.43
C -0.916 -1.516 0.947 -0.40
C 0.095 -0.605 1.697 -0.44
C -0.128 0.889 1.333 0.07
C 0.563 1.313 0.041 -0.10
H -1.833 -0.110 -3.526 0.17
H -0.878 -1.267 -4.483 0.20
H -1.928 -1.859 -3.058 0.17
H -1.243 0.173 -1.367 0.13
H 0.512 -2.156 -0.626 0.22
H -1.203 -2.415 -0.999 0.20
H -1.093 -2.467 1.407 0.22
H -1.901 -1.071 0.938 0.19
H 1.151 -0.846 1.483 0.22
H -0.020 -0.740 2.764 0.22
H -1.208 1.127 1.270 0.19
H 1.579 1.708 0.280 0.23
H -0.056 2.083 -0.470 0.17
H 1.692 1.791 3.589 0.47
O -0.100 -0.853 -2.672 -0.53
O 0.744 0.273 -0.905 -0.53
O 0.306 1.925 2.336 -0.29
O 1.724 1.738 2.616 -0.47

---

(6)
98
Properties=species:S:1:pos:R:3:mulliken_spin:R:1 method="wB97M-V/def2-TZVPD" multiplicity=6 homo_energy_ev="-13.3031 / -13.3036" total_charge=+2 s_squared=8.759
Sm -14.239 14.354 -7.005 5.09
O -10.623 20.180 -4.443 0.00
C -11.598 20.499 -5.453 0.00
C -12.345 19.168 -5.801 0.00
C -13.176 18.991 -6.913 0.00
C -13.725 17.743 -7.154 -0.01
N -13.429 16.699 -6.334 -0.01
C -12.611 16.838 -5.273 0.00
C -12.028 18.087 -4.987 0.00
C -12.445 15.551 -4.481 0.00
C -11.533 15.421 -3.385 0.00
C -11.402 14.239 -2.729 0.00
C -10.356 14.017 -1.627 0.00
O -9.532 15.112 -1.323 0.00
C -12.105 13.169 -3.225 0.00
C -13.019 13.370 -4.224 0.00
N -13.106 14.534 -4.880 -0.01
H -9.982 20.958 -4.491 0.00
H -11.090 20.802 -6.371 0.00
H -12.309 21.197 -5.141 0.00
H -13.416 19.874 -7.502 0.00
H -14.365 17.587 -8.007 0.00
H -11.451 18.167 -4.047 0.00
H -10.957 16.278 -3.049 0.00
H -9.773 13.155 -2.043 0.00
H -10.975 13.703 -0.731 0.00
H -8.948 14.898 -0.539 0.00
H -11.909 12.149 -2.779 0.00
H -13.621 12.520 -4.640 0.00
O -14.856 9.582 -5.661 0.00
C -15.687 9.584 -6.751 0.00
C -16.559 8.535 -6.966 0.00
C -17.331 8.417 -8.193 0.00
C -17.277 9.375 -9.213 0.00
C -16.512 10.500 -8.912 0.00
C -15.721 10.576 -7.739 0.00
C -14.925 11.735 -7.598 -0.01
O -14.825 12.613 -8.486 -0.01
O -14.328 11.991 -6.492 -0.02
H -14.760 8.673 -5.333 0.00
H -16.565 7.798 -6.213 0.00
H -17.910 7.546 -8.451 0.00
H -17.880 9.207 -10.116 0.00
H -16.426 11.299 -9.605 0.00
C -16.050 15.069 -13.471 0.00
Si -16.515 15.705 -11.778 0.00
C -17.202 14.469 -10.540 0.00
C -18.024 16.899 -11.958 0.00
C -15.051 16.522 -10.945 0.00
Te -13.599 15.168 -10.172 -0.01
C -11.996 16.584 -10.135 0.00
Si -10.479 15.560 -9.555 0.00
C -9.146 16.841 -9.086 0.00
C -10.818 14.483 -8.051 0.00
C -9.860 14.518 -11.002 0.00
H -16.880 14.770 -14.149 0.00
H -15.354 14.218 -13.431 0.00
H -15.632 15.983 -14.046 0.00
H -17.968 13.810 -10.954 0.00
H -17.728 14.865 -9.588 0.00
H -16.500 13.732 -10.126 0.00
H -18.908 16.488 -11.409 0.00
H -18.197 17.341 -12.958 0.00
H -17.767 17.697 -11.298 0.00
H -15.455 17.168 -10.146 0.00
H -14.537 17.117 -11.634 0.00
H -12.230 17.293 -9.390 0.00
H -11.814 17.014 -11.189 0.00
H -9.683 17.390 -8.278 0.00
H -8.956 17.588 -9.838 0.00
H -8.209 16.427 -8.785 0.00
H -11.796 13.986 -8.059 0.00
H -10.622 14.951 -7.133 0.00
H -10.129 13.607 -8.042 0.00
H -9.131 15.090 -11.625 0.00
H -10.610 13.980 -11.596 0.00
H -9.187 13.796 -10.511 0.00
S -20.706 14.795 -4.721 0.00
C -19.189 14.910 -5.542 0.00
C -18.795 13.985 -6.545 0.00
C -17.489 13.953 -6.905 0.00
N -16.569 14.927 -6.606 -0.01
C -16.952 15.935 -5.772 0.00
C -18.195 15.861 -5.185 0.00
C -21.662 13.754 -5.726 0.00
C -22.251 12.581 -5.214 0.00
C -23.133 11.873 -5.989 0.00
N -23.419 12.205 -7.236 0.00
C -22.784 13.276 -7.766 0.00
C -21.971 14.111 -7.059 0.00
H -19.529 13.251 -6.929 0.00
H -17.178 13.095 -7.543 0.00
H -16.233 16.696 -5.520 0.00
H -18.514 16.723 -4.576 0.00
H -21.916 12.251 -4.180 0.00
H -23.638 11.009 -5.559 0.00
H -23.064 13.516 -8.809 0.00
H -21.620 14.978 -7.454 0.00

---

Relative energy (zero: lowest compared OMol25 entry of this formula, charge and spin) readings, ordered: 0.0 17.9 504.8 155.5 311.5 193.6 kJ/mol